#w
21
Properties=species:S:1:pos:R:3:mulliken_charge:R:1 method="wB97M-V/def2-TZVPD" smiles="C/C=C/CCC.O"
C -2.087 -2.562 -2.236 -1.038
C -1.873 -1.816 -0.912 -0.206
C -0.838 -1.177 -0.367 -0.246
C -0.873 0.076 0.489 -0.545
C 0.245 1.043 0.074 -0.468
C 1.653 0.510 0.270 -1.205
H -2.067 -3.640 -2.031 0.267
H -3.067 -2.259 -2.614 0.302
H -1.306 -2.268 -2.935 0.315
H -2.759 -1.821 -0.267 0.299
H 0.158 -1.586 -0.501 0.258
H -0.803 -0.279 1.548 0.282
H -1.840 0.576 0.458 0.320
H 0.139 2.076 0.453 0.354
H 0.043 1.299 -0.972 0.306
H 1.699 -0.341 -0.424 0.339
H 2.479 1.173 0.036 0.351
H 1.773 -0.049 1.196 0.314
O 2.713 3.711 2.889 -0.627
H 3.320 4.200 3.463 0.317
H 3.289 3.134 2.381 0.311

---

#x
Density functional theory data (ωB97M-V/def2-TZVPD) for 2 unconnected molecules or ions with the total composition C6H14O.

```
21
Properties=species:S:1:pos:R:3:mulliken_charge:R:1
C -2.426 0.021 -1.185 -1.563
C -1.100 -0.430 -0.573 0.744
C -1.028 -0.473 0.945 -1.272
C 0.085 0.468 -0.884 -0.706
C 1.254 -0.109 -0.142 0.323
C 2.381 0.798 0.220 -1.367
O 1.364 -1.150 1.793 -0.787
H -3.237 -0.633 -0.844 0.396
H -2.410 -0.012 -2.282 0.382
H -2.673 1.044 -0.877 0.308
H -0.867 -1.432 -0.967 0.151
H -1.739 -1.174 1.402 0.393
H -1.215 0.530 1.361 0.272
H 0.306 -0.928 1.523 0.423
H -0.120 1.494 -0.549 0.256
H 0.369 0.526 -1.951 0.384
H 1.503 -1.128 -0.418 0.312
H 2.062 1.524 0.975 0.309
H 2.655 1.381 -0.673 0.370
H 3.248 0.251 0.590 0.356
H 1.587 -0.567 2.536 0.317
```

---

#y
21
Properties=species:S:1:pos:R:3:mulliken_charge:R:1 method="wB97M-V/def2-TZVPD" smiles=C1CCCCC1.O
C 0.947 -1.100 1.381 -0.662
C -0.478 -0.957 0.843 -0.575
C -1.100 -2.328 0.568 -0.662
C -0.231 -3.141 -0.393 -0.315
C 1.194 -3.285 0.144 -1.124
C 1.816 -1.914 0.419 -0.314
H 0.911 -1.620 2.357 0.324
H 1.394 -0.101 1.547 0.318
H -0.448 -0.382 -0.102 0.304
H -1.102 -0.392 1.562 0.276
H -2.119 -2.208 0.152 0.319
H -1.189 -2.879 1.524 0.325
H -0.678 -4.140 -0.560 0.255
H -0.195 -2.622 -1.370 0.295
H 1.165 -3.860 1.089 0.406
H 1.818 -3.849 -0.575 0.389
H 2.835 -2.034 0.835 0.256
H 1.906 -1.363 -0.537 0.294
O 2.214 -2.987 -2.888 -0.654
H 2.117 -2.339 -3.622 0.288
H 1.691 -2.602 -2.148 0.256

---

Most stable structure - #y; separation to the second - 49.4 kcal/mol.

---

#w
21
Properties=species:S:1:pos:R:3:mulliken_charge:R:1 method="wB97M-V/def2-TZVPD" smiles=COCC(C)(C)C
C -0.816 -0.645 -2.410 -0.776
O 0.001 -1.199 -1.359 -0.336
C -0.269 -1.140 0.040 -0.938
C 0.219 0.183 0.663 2.064
C -0.192 0.235 2.135 -1.824
C 1.746 0.250 0.520 -1.695
C -0.440 1.300 -0.144 -1.074
H -0.978 0.445 -2.513 0.278
H -1.816 -1.088 -2.429 0.297
H -0.244 -0.898 -3.296 0.271
H 0.317 -1.952 0.502 0.362
H -1.328 -1.331 0.289 0.352
H -1.285 0.240 2.236 0.426
H 0.192 1.144 2.614 0.397
H 0.197 -0.628 2.691 0.383
H 2.042 0.066 -0.518 0.363
H 2.238 -0.505 1.149 0.383
H 2.127 1.234 0.819 0.411
H -0.617 0.909 -1.128 -0.076
H 0.194 2.175 -0.302 0.361
H -1.419 1.586 0.250 0.372

---

#x
21
Properties=species:S:1:pos:R:3:mulliken_charge:R:1 method="wB97M-V/def2-TZVPD" smiles=CCCCCCO
C -3.369 0.067 0.556 -1.254
C -2.156 0.053 -0.371 -0.332
C -0.846 -0.180 0.379 -0.679
C 0.390 -0.099 -0.515 -0.642
C 1.704 -0.125 0.266 -0.479
C 2.935 0.096 -0.615 -0.544
O 4.021 0.679 0.083 -0.538
H -4.299 0.243 0.005 0.367
H -3.273 0.857 1.310 0.314
H -3.470 -0.887 1.087 0.313
H -2.286 -0.722 -1.139 0.301
H -2.094 1.009 -0.908 0.313
H -0.755 0.570 1.177 0.339
H -0.881 -1.157 0.883 0.313
H 0.350 0.838 -1.089 0.371
H 0.368 -0.912 -1.255 0.291
H 1.692 0.680 1.012 0.304
H 1.797 -1.071 0.818 0.319
H 3.243 -0.847 -1.095 0.258
H 2.691 0.803 -1.415 0.357
H 4.238 0.104 0.826 0.308

---

#y
21
Properties=species:S:1:pos:R:3:mulliken_charge:R:1 method="wB97M-V/def2-TZVPD" smiles=C1CCCC1.CO
C -1.934 -0.245 0.239 -0.595
C -1.915 1.208 0.722 -0.626
C -0.418 1.465 0.895 -0.653
C 0.186 0.860 -0.382 -0.381
C -0.766 -0.311 -0.767 -0.675
H -2.887 -0.555 -0.200 0.336
H -1.742 -0.908 1.094 0.240
H -2.302 1.864 -0.071 0.257
H -2.509 1.382 1.625 0.363
H -0.050 0.919 1.776 0.248
H -0.156 2.519 1.032 0.344
H 0.190 1.604 -1.184 0.315
H 1.220 0.556 -0.217 0.231
H -0.292 -1.303 -0.764 0.313
H -1.135 -0.173 -1.788 0.317
C 2.712 -1.485 -0.540 -0.608
O 1.977 -1.394 0.663 -0.515
H 2.117 -1.214 -1.424 0.276
H 3.111 -2.498 -0.684 0.266
H 3.550 -0.782 -0.476 0.251
H 1.042 -1.507 0.452 0.294

---

Most stable structure - #x; separation to the second - 10.2 kcal/mol.

---

#w
21
Properties=species:S:1:pos:R:3:mulliken_charge:R:1 method="wB97M-V/def2-TZVPD"
C -1.942 0.471 -0.450 -1.193
C -1.307 -0.134 0.855 -0.462
C -0.033 -0.401 0.998 0.835
C 1.000 -1.030 -0.052 -1.246
C 0.441 -0.815 2.412 -0.585
C 1.863 -0.558 2.701 -1.136
H -1.147 0.629 -1.292 0.257
H -2.175 1.473 -0.249 0.344
H -2.818 -0.087 -0.749 0.331
H -2.111 -0.112 1.628 0.305
H 0.674 -1.285 -1.023 0.395
H 1.967 -0.475 0.094 0.345
H 1.339 -1.900 0.611 0.272
H -0.284 -0.204 3.091 0.306
H 0.201 -1.848 2.686 0.261
H 2.118 -0.515 3.787 0.338
H 2.457 -1.327 2.066 0.224
H 2.164 0.376 2.463 0.409
O -1.159 2.528 -6.744 -0.655
H -0.985 2.962 -5.819 0.331
H -0.263 2.252 -7.013 0.323

---

#x
21
Properties=species:S:1:pos:R:3:mulliken_charge:R:1 method="wB97M-V/def2-TZVPD" smiles=CCCCCCO
C -0.910 2.206 -2.036 -1.132
C -1.670 1.076 -1.318 -0.408
C -1.122 0.648 -0.030 -0.544
C 0.316 0.121 -0.235 -0.146
C 0.744 -1.403 -0.029 -0.360
C 1.529 -1.761 1.232 -0.573
O 0.958 -1.016 2.454 -0.520
H -0.119 1.654 -2.622 0.291
H -0.197 2.846 -1.512 0.336
H -1.502 2.899 -2.653 0.302
H -2.725 1.508 -1.163 0.308
H -1.794 0.396 -2.281 0.201
H -1.676 -0.261 0.468 0.322
H -1.131 1.336 0.869 0.293
H 0.730 0.442 0.740 0.028
H 0.802 0.398 -1.173 0.219
H 1.418 -1.826 -0.931 0.254
H -0.241 -1.943 0.019 0.230
H 1.406 -2.823 1.481 0.317
H 2.600 -1.593 1.140 0.282
H 1.440 -0.234 2.478 0.301

---

Most stable structure - #w; separation to the second - 1.6 kcal/mol.